Record 1
ORCA calculation (wB97M-V/def2-TZVPD) on a cluster of 3 separate species, C4H12IO4 in total.

Each line ends with the Löwdin charge.
Atoms and positions in Å:
I (24.571, -13.031, 17.288)  -0.35
C (28.777, -9.484, 17.860)  -0.26
C (27.502, -10.215, 17.516)  -0.30
O (27.010, -10.772, 18.712)  -0.13
O (29.293, -8.748, 16.745)  -0.09
H (29.554, -10.168, 18.195)  0.12
H (28.584, -8.800, 18.695)  0.12
H (27.680, -11.000, 16.772)  0.11
H (26.792, -9.504, 17.068)  0.12
H (26.284, -11.380, 18.493)  -0.09
H (28.744, -7.966, 16.639)  0.07
C (23.307, -17.402, 20.759)  -0.26
C (23.611, -16.521, 19.575)  -0.31
O (24.469, -15.486, 19.948)  -0.11
O (24.417, -18.187, 21.181)  -0.07
H (22.466, -18.051, 20.478)  0.11
H (23.002, -16.783, 21.604)  0.12
H (22.655, -16.136, 19.187)  0.12
H (24.023, -17.147, 18.766)  0.12
H (24.447, -14.801, 19.257)  -0.10
H (24.337, -19.064, 20.803)  0.07

frontier orbital gap	7.28	eV
ΔE to the lowest compared entry with this formula, charge and spin	46.6	kJ/mol
net charge	-1
E_tot	-20635.2735	eV
LUMO level	3.0482	eV
HOMO energy	-4.23	eV

Record 2
ORCA calculation (wB97M-V/def2-TZVPD) on a cluster of 2 separate species, C23H26N3S in total.

Each line ends with the Löwdin charge.
Atoms and positions in Å:
C (2.726, -1.941, 3.131)  -0.23
C (1.401, -2.407, 2.556)  -0.18
N (0.377, -1.425, 2.803)  -0.12
C (-1.036, -1.755, 2.674)  -0.14
C (-1.703, -0.393, 2.763)  -0.22
N (-0.616, 0.600, 2.731)  -0.01
C (0.513, -0.059, 2.763)  -0.68
S (2.055, 0.726, 2.776)  0.98
C (3.157, -0.662, 2.440)  -0.48
H (2.641, -1.765, 4.209)  0.12
H (3.484, -2.708, 2.961)  0.12
H (1.524, -2.575, 1.471)  0.13
H (1.085, -3.354, 3.011)  0.13
H (-1.242, -2.235, 1.709)  0.12
H (-1.360, -2.415, 3.485)  0.12
H (-2.380, -0.232, 1.909)  0.09
H (-2.291, -0.323, 3.697)  0.11
H (4.114, -0.314, 2.844)  0.08
H (3.228, -0.779, 1.350)  0.08
C (-2.374, 4.058, -3.188)  0.02
N (-2.943, 4.239, -1.864)  -0.05
C (-2.832, 3.329, -0.863)  0.09
C (-3.528, 3.793, 0.285)  -0.11
C (-3.695, 3.096, 1.479)  0.11
C (-4.311, 3.608, 2.671)  -0.21
C (-4.002, 4.885, 3.218)  -0.03
C (-4.681, 5.372, 4.327)  -0.02
C (-5.709, 4.629, 4.918)  -0.25
C (-6.494, 5.210, 6.052)  -0.04
C (-5.991, 3.347, 4.425)  -0.02
C (-5.288, 2.831, 3.349)  0.00
C (-4.102, 5.092, -0.100)  -0.09
C (-4.964, 5.990, 0.506)  0.00
C (-5.341, 7.159, -0.173)  -0.04
C (-4.891, 7.411, -1.479)  -0.05
C (-4.070, 6.478, -2.137)  0.01
C (-3.696, 5.342, -1.433)  -0.15
H (-2.613, 4.934, -3.793)  0.09
H (-1.285, 3.933, -3.129)  0.11
H (-2.778, 3.156, -3.671)  0.11
H (-2.280, 2.405, -1.003)  0.16
H (-3.385, 2.050, 1.474)  0.13
H (-3.231, 5.493, 2.741)  0.13
H (-4.440, 6.356, 4.736)  0.13
H (-7.204, 4.475, 6.440)  0.08
H (-5.845, 5.528, 6.875)  0.09
H (-7.062, 6.096, 5.744)  0.10
H (-6.777, 2.761, 4.907)  0.12
H (-5.499, 1.832, 2.963)  0.12
H (-5.339, 5.772, 1.501)  0.10
H (-5.994, 7.876, 0.326)  0.11
H (-5.191, 8.333, -1.977)  0.12
H (-3.718, 6.614, -3.158)  0.11

frontier orbital gap	5.33	eV
ΔE to the lowest compared entry with this formula, charge and spin	76.9	kJ/mol
net charge	+1
E_tot	-39572.0933	eV
LUMO level	-4.6971	eV
HOMO energy	-10.03	eV

Record 3
ORCA calculation (wB97M-V/def2-TZVPD) on a cluster of 8 separate species, C26H41F8N5O6P in total.

Each line ends with the Löwdin charge.
Atoms and positions in Å:
P (14.462, -19.181, -17.882)  0.13
F (13.179, -19.801, -18.658)  -0.17
F (14.953, -20.723, -17.576)  -0.20
F (15.278, -19.220, -19.281)  -0.15
F (15.803, -18.662, -17.185)  -0.14
F (13.917, -17.709, -18.131)  -0.13
F (13.724, -19.204, -16.455)  -0.14
C (10.602, -19.763, -15.307)  -0.09
C (10.518, -20.002, -16.819)  -0.25
C (9.146, -20.598, -17.228)  -0.19
C (8.008, -19.822, -16.765)  -0.24
N (7.132, -19.162, -16.442)  0.15
H (11.642, -19.647, -15.014)  0.06
H (10.157, -20.602, -14.778)  0.07
H (10.078, -18.826, -15.117)  0.07
H (11.267, -20.690, -17.212)  0.08
H (10.685, -19.101, -17.416)  0.09
H (9.108, -21.641, -16.907)  0.12
H (9.133, -20.627, -18.323)  0.12
C (14.132, -25.255, -14.389)  -0.10
C (14.264, -23.986, -15.218)  -0.26
C (12.949, -23.252, -15.438)  -0.19
C (12.410, -22.619, -14.247)  -0.23
N (11.970, -22.231, -13.268)  0.16
H (15.065, -25.804, -14.386)  0.07
H (13.257, -25.855, -14.651)  0.07
H (13.943, -24.980, -13.343)  0.08
H (14.748, -24.169, -16.175)  0.09
H (14.970, -23.329, -14.698)  0.12
H (12.184, -23.928, -15.829)  0.10
H (13.105, -22.472, -16.190)  0.10
C (12.880, -25.143, -18.469)  -0.10
C (13.253, -23.813, -19.091)  -0.25
C (12.110, -23.118, -19.834)  -0.17
C (11.275, -24.027, -20.628)  -0.24
N (10.628, -24.731, -21.244)  0.15
H (12.162, -24.998, -17.659)  0.06
H (13.745, -25.648, -18.041)  0.07
H (12.401, -25.784, -19.210)  0.07
H (14.133, -23.874, -19.743)  0.11
H (13.618, -23.086, -18.357)  0.08
H (12.479, -22.333, -20.494)  0.11
H (11.438, -22.582, -19.154)  0.11
C (18.061, -24.211, -17.208)  -0.11
C (17.690, -23.236, -18.308)  -0.27
C (18.516, -21.965, -18.223)  -0.20
C (18.374, -21.259, -16.952)  -0.23
N (18.328, -20.686, -15.946)  0.16
H (17.475, -25.128, -17.275)  0.07
H (17.872, -23.778, -16.225)  0.07
H (19.109, -24.502, -17.295)  0.08
H (16.641, -22.944, -18.248)  0.09
H (17.817, -23.723, -19.276)  0.11
H (18.310, -21.308, -19.065)  0.12
H (19.575, -22.248, -18.276)  0.12
C (11.171, -15.010, -18.680)  -0.10
C (10.787, -15.972, -17.543)  -0.25
C (9.266, -16.211, -17.524)  -0.18
C (8.559, -15.104, -16.884)  -0.24
N (8.003, -14.233, -16.381)  0.14
H (10.548, -14.110, -18.601)  0.07
H (10.983, -15.428, -19.668)  0.07
H (12.199, -14.659, -18.592)  0.06
H (11.157, -15.544, -16.609)  0.09
H (11.377, -16.887, -17.662)  0.09
H (9.045, -17.066, -16.872)  0.09
H (8.859, -16.402, -18.512)  0.12
C (14.150, -19.867, -22.141)  -0.04
C (13.420, -18.607, -21.618)  -0.28
O (12.211, -18.597, -22.337)  0.13
C (12.088, -19.734, -23.093)  -0.57
O (11.118, -20.007, -23.691)  0.19
O (13.223, -20.454, -23.059)  0.07
F (14.227, -17.516, -21.900)  0.04
H (14.465, -20.483, -21.301)  0.12
H (14.999, -19.558, -22.745)  0.14
H (13.203, -18.638, -20.558)  0.12
C (14.324, -15.776, -15.913)  -0.03
C (13.495, -15.931, -14.667)  -0.31
O (13.640, -14.680, -14.053)  0.12
C (14.854, -14.150, -14.442)  -0.58
O (15.332, -13.215, -13.948)  0.20
O (15.366, -14.859, -15.457)  0.09
F (14.008, -16.936, -13.880)  0.06
H (13.830, -15.302, -16.762)  0.13
H (14.814, -16.682, -16.242)  0.11
H (12.449, -16.191, -14.804)  0.15

frontier orbital gap	11.34	eV
net charge	-1
E_tot	-78400.5733	eV
LUMO level	2.0178	eV
HOMO energy	-9.32	eV

Record 4
ORCA calculation (wB97M-V/def2-TZVPD) on a structure of composition C57H54AsCl2KN8O2SSi.

Each line ends with the Löwdin charge.
Atoms and positions in Å:
K (0.241, -0.645, 0.970)  0.52
C (-1.022, 0.278, -3.565)  -0.17
N (-1.660, 0.631, -2.334)  -0.04
C (-2.066, 2.001, -2.239)  -0.15
C (-2.485, 2.298, -0.839)  -0.32
N (-2.181, 1.578, 0.193)  0.18
C (-2.751, 2.235, 1.278)  -0.23
C (-2.728, 1.901, 2.629)  -0.01
C (-3.375, 2.753, 3.504)  -0.09
C (-4.028, 3.912, 3.059)  -0.11
C (-4.058, 4.255, 1.718)  -0.04
C (-3.410, 3.393, 0.843)  -0.22
N (-3.232, 3.406, -0.529)  0.16
C (-0.549, -1.137, -3.507)  -0.33
N (-0.600, -1.893, -2.456)  0.20
C (0.030, -3.076, -2.827)  -0.21
C (0.288, -4.218, -2.077)  0.01
C (0.955, -5.256, -2.698)  -0.09
C (1.368, -5.167, -4.034)  -0.11
C (1.128, -4.034, -4.791)  -0.04
C (0.455, -2.997, -4.158)  -0.20
N (0.061, -1.738, -4.579)  0.16
H (-0.158, 0.922, -3.817)  0.11
H (-1.740, 0.389, -4.390)  0.12
H (-1.187, 0.300, -1.507)  0.07
H (-2.918, 2.170, -2.914)  0.12
H (-1.277, 2.719, -2.531)  0.12
H (-2.227, 0.996, 2.961)  0.02
H (-3.374, 2.522, 4.562)  0.10
H (-4.517, 4.555, 3.781)  0.09
H (-4.558, 5.153, 1.374)  0.09
H (-3.518, 4.123, -1.170)  0.15
H (-0.012, -4.269, -1.040)  0.11
H (1.181, -6.153, -2.135)  0.10
H (1.901, -5.998, -4.480)  0.09
H (1.464, -3.958, -5.818)  0.10
H (0.282, -1.298, -5.453)  0.15
C (2.276, -2.205, 3.233)  -0.04
C (2.534, -0.756, 3.557)  -0.40
C (3.360, -0.373, 4.604)  -0.10
C (3.530, 1.003, 4.802)  -0.13
C (2.902, 1.909, 3.989)  -0.07
C (2.054, 1.459, 2.917)  -0.49
N (1.914, 0.110, 2.762)  0.01
N (1.402, 2.237, 2.064)  -0.03
Si (1.306, 3.912, 2.001)  0.34
C (0.107, 4.370, 0.618)  -0.16
C (0.621, 4.737, 3.569)  -0.19
C (2.941, 4.790, 1.608)  -0.17
H (2.767, -2.869, 3.947)  0.07
H (2.637, -2.424, 2.225)  0.07
H (1.202, -2.407, 3.259)  0.06
H (3.846, -1.108, 5.232)  0.08
H (4.167, 1.359, 5.607)  0.09
H (3.039, 2.973, 4.144)  0.07
H (-0.881, 3.953, 0.845)  0.00
H (0.446, 3.938, -0.328)  0.00
H (0.007, 5.453, 0.497)  0.02
H (-0.227, 4.159, 3.947)  0.01
H (0.273, 5.755, 3.364)  0.01
H (1.370, 4.790, 4.363)  0.01
H (3.346, 4.411, 0.665)  -0.01
H (3.688, 4.602, 2.385)  0.01
H (2.808, 5.873, 1.519)  0.01
S (-2.098, -1.456, 3.239)  0.45
C (-3.761, -1.866, 2.934)  -0.76
C (-4.643, -2.102, 4.014)  -0.15
C (-5.959, -2.470, 3.823)  -0.13
C (-6.474, -2.631, 2.537)  -0.13
C (-5.635, -2.396, 1.460)  -0.15
C (-4.313, -1.997, 1.641)  -0.43
As (-3.116, -1.746, 0.116)  1.32
C (-3.116, -3.659, -0.356)  -0.37
C (-2.443, -4.459, 0.571)  -0.12
C (-2.327, -5.827, 0.379)  -0.10
C (-2.872, -6.422, -0.753)  -0.12
C (-3.549, -5.637, -1.674)  -0.11
C (-3.676, -4.266, -1.473)  -0.11
C (-4.397, -0.993, -1.169)  -0.38
C (-4.227, -1.175, -2.542)  -0.14
C (-4.996, -0.474, -3.460)  -0.11
C (-5.930, 0.458, -3.022)  -0.12
C (-6.086, 0.674, -1.660)  -0.10
C (-5.330, -0.049, -0.745)  -0.12
H (-4.245, -1.995, 5.016)  0.08
H (-6.594, -2.645, 4.686)  0.09
H (-7.502, -2.936, 2.380)  0.08
H (-6.015, -2.524, 0.451)  0.09
H (-2.016, -4.000, 1.460)  0.08
H (-1.801, -6.428, 1.111)  0.10
H (-2.769, -7.488, -0.914)  0.09
H (-3.985, -6.091, -2.557)  0.09
H (-4.228, -3.679, -2.196)  0.08
H (-3.459, -1.851, -2.900)  0.08
H (-4.855, -0.643, -4.522)  0.09
H (-6.525, 1.015, -3.737)  0.09
H (-6.798, 1.409, -1.303)  0.09
H (-5.458, 0.135, 0.316)  0.10
Cl (4.786, 0.280, 1.219)  0.89
C (6.372, 0.487, 0.590)  -0.55
C (7.422, 0.665, 1.479)  -0.10
C (8.715, 0.803, 1.003)  -0.10
C (8.965, 0.759, -0.358)  -0.14
C (7.903, 0.581, -1.232)  -0.60
Cl (8.243, 0.550, -2.939)  0.65
C (6.586, 0.444, -0.796)  -0.31
N (5.532, 0.241, -1.712)  0.06
C (4.548, 1.237, -1.798)  -0.23
C (4.898, 2.582, -1.671)  -0.03
C (3.941, 3.581, -1.751)  -0.12
C (2.613, 3.253, -1.960)  -0.11
C (2.268, 1.914, -2.101)  -0.03
C (3.205, 0.890, -2.042)  -0.14
C (2.753, -0.539, -2.224)  -0.05
C (3.021, -1.507, -1.034)  -0.69
O (4.148, -2.060, -1.019)  -0.07
O (2.101, -1.636, -0.204)  -0.18
H (7.207, 0.683, 2.539)  0.10
H (9.535, 0.938, 1.698)  0.10
H (9.967, 0.861, -0.751)  0.09
H (5.142, -0.723, -1.633)  0.10
H (5.935, 2.839, -1.490)  0.11
H (4.236, 4.616, -1.627)  0.10
H (1.850, 4.021, -1.985)  0.08
H (1.224, 1.644, -2.225)  0.09
H (3.242, -0.968, -3.106)  0.12
H (1.676, -0.526, -2.397)  0.08

frontier orbital gap	5.24	eV
ΔE to the lowest compared entry with this formula, charge and spin	97.9	kJ/mol
net charge	-2
E_tot	-196930.7003	eV
LUMO level	3.5053	eV
HOMO energy	-1.74	eV

Record 5
ORCA calculation (wB97M-V/def2-TZVPD) on a structure of composition C26H55EuN11O2P.

Each line ends with the Löwdin spin population.
Atoms and positions in Å:
Eu (1.369, -16.082, -12.427)  7.03
C (3.046, -18.914, -14.099)  0.00
O (3.356, -17.676, -13.484)  0.00
C (4.520, -17.801, -12.694)  0.00
C (4.942, -16.471, -12.106)  0.00
O (3.870, -15.932, -11.372)  0.00
C (4.114, -14.643, -10.784)  0.00
H (3.726, -19.137, -14.922)  0.00
H (2.023, -18.824, -14.501)  0.00
H (3.068, -19.738, -13.390)  0.00
H (5.377, -18.164, -13.281)  0.00
H (4.297, -18.491, -11.851)  0.00
H (5.247, -15.772, -12.920)  0.00
H (5.812, -16.631, -11.479)  0.00
H (4.947, -14.679, -10.091)  0.00
H (3.188, -14.435, -10.245)  0.00
H (4.354, -13.909, -11.553)  0.00
C (-1.086, -17.552, -17.095)  0.00
N (-1.172, -16.176, -16.730)  0.00
C (-1.885, -15.269, -17.627)  0.00
C (-0.754, -15.768, -15.482)  0.00
N (-0.295, -16.549, -14.533)  0.00
N (-0.915, -14.417, -15.242)  0.00
C (-0.665, -13.743, -14.032)  0.00
N (-1.660, -12.873, -13.715)  0.00
N (0.405, -13.979, -13.407)  -0.01
H (-1.294, -17.648, -18.159)  0.00
H (-1.775, -18.160, -16.519)  0.00
H (-0.051, -17.880, -16.992)  0.00
H (-2.244, -15.903, -18.439)  0.00
H (-1.315, -14.446, -18.048)  0.00
H (-2.768, -14.834, -17.145)  0.00
H (-0.422, -17.506, -14.863)  0.00
H (-1.401, -13.923, -15.952)  0.00
H (-2.632, -12.999, -13.937)  0.00
H (-1.462, -12.279, -12.919)  0.00
H (0.463, -13.588, -12.449)  0.00
N (0.676, -14.738, -10.597)  -0.02
P (-0.182, -14.708, -9.330)  0.00
N (-1.766, -15.342, -9.450)  0.00
C (-2.335, -15.087, -10.749)  0.00
C (-3.794, -15.362, -10.883)  0.00
C (-4.142, -16.788, -10.401)  0.00
C (-3.527, -16.982, -9.034)  0.00
C (-2.016, -16.724, -9.026)  0.00
N (0.514, -15.495, -7.979)  0.00
C (0.054, -15.155, -6.626)  0.00
C (0.531, -16.199, -5.644)  0.00
C (2.074, -16.231, -5.572)  0.00
C (2.654, -15.964, -6.950)  0.00
C (1.710, -16.330, -8.102)  0.00
N (-0.684, -13.202, -8.700)  0.00
C (-1.940, -12.883, -7.987)  0.00
C (-2.646, -11.723, -8.661)  0.00
C (-1.608, -10.687, -9.173)  0.00
C (-0.374, -10.778, -8.285)  0.00
C (0.317, -12.171, -8.437)  0.00
H (-1.777, -15.664, -11.505)  0.00
H (-2.157, -14.033, -10.967)  0.00
H (-4.162, -15.194, -11.914)  0.00
H (-4.327, -14.618, -10.288)  0.00
H (-3.808, -17.548, -11.129)  0.00
H (-5.237, -16.877, -10.306)  0.00
H (-3.716, -17.982, -8.708)  0.00
H (-3.961, -16.258, -8.347)  0.00
H (-1.483, -17.424, -9.681)  0.00
H (-1.622, -16.872, -8.024)  0.00
H (-1.030, -15.086, -6.664)  0.00
H (0.405, -14.196, -6.250)  0.00
H (0.169, -17.135, -6.031)  0.00
H (0.091, -15.973, -4.667)  0.00
H (2.376, -17.207, -5.217)  0.00
H (2.494, -15.527, -4.847)  0.00
H (3.662, -16.404, -7.004)  0.00
H (2.855, -14.874, -7.079)  0.00
H (1.499, -17.398, -8.094)  0.00
H (2.168, -16.051, -9.051)  0.00
H (-1.719, -12.650, -6.939)  0.00
H (-2.580, -13.775, -7.942)  0.00
H (-3.352, -11.250, -7.997)  0.00
H (-3.244, -12.098, -9.508)  0.00
H (-2.072, -9.687, -9.218)  0.00
H (-1.338, -10.939, -10.204)  0.00
H (-0.663, -10.626, -7.245)  0.00
H (0.329, -9.996, -8.534)  0.00
H (0.879, -12.374, -7.508)  0.00
H (1.024, -12.208, -9.265)  0.00
N (0.176, -20.197, -10.363)  0.00
C (-0.612, -20.471, -11.453)  0.00
C (-0.476, -19.426, -12.287)  0.00
N (0.357, -18.506, -11.748)  -0.01
C (0.750, -18.980, -10.585)  0.00
H (0.233, -20.805, -9.554)  0.00
H (-1.218, -21.336, -11.454)  0.00
H (-0.976, -19.283, -13.229)  0.00
H (1.414, -18.483, -9.876)  0.00

frontier orbital gap (alpha / beta)	6.92 / 7.69	eV
ΔE to the lowest compared entry with this formula, charge and spin	0.0	kJ/mol
net charge	+1
E_tot	-76956.0669	eV
LUMO level (alpha / beta)	-1.8110 / -1.8145	eV
HOMO energy (alpha / beta)	-8.73 / -9.51	eV
multiplicity	8
⟨S²⟩	15.759

Record 6
ORCA calculation (wB97M-V/def2-TZVPD) on a cluster of 2 separate species, C3H5NO in total.

Each line ends with the Löwdin charge.
Atoms and positions in Å:
C (0.763, 0.805, -0.908)  -0.02
C (0.532, -1.342, -0.755)  0.02
C (-1.661, -0.636, 1.791)  -0.18
N (1.160, -0.442, -0.182)  -0.11
O (-1.365, -1.798, 1.851)  -0.03
H (1.549, 1.011, -1.777)  0.09
H (-0.194, 0.958, -1.237)  -0.01
H (-0.404, -1.520, -1.223)  0.05
H (-1.006, 0.128, 2.270)  0.08
H (-2.617, -0.171, 1.187)  0.12

frontier orbital gap (alpha / beta)	8.98 / 8.10	eV
ΔE to the lowest compared entry with this formula, charge and spin	633.4	kJ/mol
E_tot	-6723.0082	eV
LUMO level (alpha / beta)	0.0359 / -0.1327	eV
HOMO energy (alpha / beta)	-8.94 / -8.23	eV

Among the records above, which one has the lowest E_tot? C57H54AsCl2KN8O2SSi